# 1
{
  "formula": "C4H10O3",
  "method": "the ωB97M-V functional and the def2-TZVPD basis",
  "mol_weight_da": 106.12,
  "charge": 0,
  "relative_energy_kj_mol": 497.6,
  "total_energy_ha": -383.96010,
  "elements": ["C", "C", "O", "C", "C", "H", "H", "H", "H", "H", "H", "H", "H", "O", "H", "H", "O"],
  "xyz": [[-0.32339, 0.40052, 0.19033], [-0.20691, -0.60532, -0.82447], [-0.03767, -0.16900, -2.02405], [-0.33453, -2.02137, -0.60956], [-0.51051, -2.96274, -1.52956], [0.52482, 1.10091, 0.14426], [-1.24895, 0.98629, 0.08613], [-0.35087, -0.85592, -2.62913], [-0.37431, -2.34126, 0.42519], [-0.59998, -3.99370, -1.22601], [-0.45545, -2.73366, -2.58666], [-0.36480, -0.08153, 1.16052], [-0.99200, 1.98913, 3.01375], [-0.64879, 2.00257, 2.11504], [0.83754, 2.08700, 2.03631], [1.98404, 3.08370, 1.51516], [1.84680, 2.18193, 1.80069]],
  "forces_ev_per_a": [[0.6, -1.2, 0.6], [-0.3, 1.0, -0.1], [-0.5, 0.0, -0.8], [-0.5, -0.9, 1.2], [0.6, 0.4, -0.3], [-0.1, 0.2, 0.2], [0.1, 0.2, 0.0], [0.5, 0.0, -0.6], [0.1, 0.3, 0.1], [-0.2, -0.1, -0.2], [-0.2, -0.3, -0.2], [0.1, 0.4, 0.2], [0.1, 0.2, 0.0], [-0.2, -0.2, 0.1], [-0.1, 0.4, 0.0], [-0.1, 0.2, 0.0], [0.1, -0.6, -0.2]]
}



# 2
{
  "formula": "C12H32BF22N4O4P3",
  "method": "the ωB97M-V functional and the def2-TZVPD basis",
  "mol_weight_da": 818.10,
  "charge": 0,
  "total_energy_ha": -4243.31703,
  "elements": ["C", "C", "O", "N", "H", "H", "C", "H", "H", "H", "H", "H", "H", "C", "C", "O", "N", "H", "H", "C", "H", "H", "H", "H", "H", "H", "C", "C", "O", "N", "H", "H", "C", "H", "H", "H", "H", "H", "H", "C", "C", "O", "N", "H", "H", "C", "H", "H", "H", "H", "H", "H", "P", "F", "F", "F", "F", "F", "F", "P", "F", "F", "F", "F", "F", "F", "P", "F", "F", "F", "F", "F", "F", "B", "F", "F", "F", "F"],
  "xyz": [[-6.48463, 0.74411, -1.96161], [-7.19081, 1.84476, -1.27044], [-7.09574, 3.00500, -1.45678], [-8.06117, 1.36451, -0.09738], [-8.77292, 0.73980, -0.50680], [-7.44552, 0.81749, 0.50467], [-8.62584, 2.48173, 0.68700], [-7.10066, 0.26235, -2.72049], [-6.25172, -0.06722, -1.26856], [-5.58985, 1.10687, -2.45634], [-7.88579, 2.85993, 1.38580], [-9.42935, 2.08501, 1.30760], [-9.00975, 3.24783, 0.03059], [-15.13448, 1.22988, -1.85645], [-14.67025, 0.98440, -0.45817], [-15.37640, 0.65869, 0.44009], [-13.21777, 1.13072, -0.07162], [-12.59937, 1.50352, -0.79364], [-13.27168, 1.84150, 0.68381], [-12.70719, -0.17484, 0.44290], [-15.17820, 2.32286, -1.95260], [-16.15941, 0.88770, -1.92004], [-14.46227, 0.87498, -2.63166], [-11.63571, -0.24232, 0.30596], [-13.22093, -0.96775, -0.09464], [-12.99485, -0.25740, 1.48562], [-14.08060, 6.96179, -1.40104], [-12.74967, 6.85315, -2.05803], [-12.24241, 7.60927, -2.80926], [-12.01087, 5.58436, -1.65287], [-12.59549, 4.92729, -1.11021], [-11.88182, 5.01518, -2.50374], [-10.72678, 5.97850, -1.00890], [-14.60630, 6.03532, -1.67122], [-14.58771, 7.82651, -1.80922], [-14.02862, 6.91756, -0.31226], [-10.28470, 5.03663, -0.70347], [-10.96071, 6.52353, -0.09695], [-10.17886, 6.59374, -1.70930], [-9.04337, -1.89264, -5.03508], [-9.25385, -0.47092, -4.67027], [-8.41132, 0.36561, -4.66440], [-10.67474, 0.00996, -4.48669], [-11.27268, -0.81448, -4.53920], [-10.72936, 0.41933, -3.53876], [-11.07183, 1.10983, -5.42964], [-8.02987, -2.22420, -4.86085], [-9.38195, -2.06148, -6.06167], [-9.70930, -2.52443, -4.43288], [-12.15909, 1.14811, -5.39444], [-10.69686, 0.90105, -6.42563], [-10.71874, 2.07355, -5.08200], [-13.37417, 4.48962, 1.97465], [-13.21874, 6.09950, 1.91575], [-13.76995, 4.41919, 0.36091], [-11.82818, 4.39948, 1.48573], [-13.63391, 2.86026, 1.97343], [-12.91815, 4.40931, 3.48449], [-14.91873, 4.68685, 2.35286], [-8.79399, -2.55505, -1.03473], [-7.92504, -1.96762, -2.28835], [-10.04264, -1.67331, -1.59990], [-9.29536, -3.79124, -1.90686], [-9.65770, -2.98909, 0.23433], [-7.53081, -3.37279, -0.51892], [-8.25580, -1.24700, -0.15601], [-14.15671, 3.94844, -4.57389], [-14.53215, 5.50210, -4.29412], [-15.63091, 3.51891, -4.02646], [-14.72154, 4.12358, -6.05265], [-13.83405, 2.37623, -4.83786], [-12.65958, 4.32954, -5.01607], [-13.63798, 3.81355, -3.01688], [-10.82128, 2.17418, -2.02614], [-10.42730, 0.89059, -1.56254], [-11.93740, 1.93715, -2.83430], [-11.22362, 2.93500, -0.89215], [-9.78430, 2.81863, -2.66676]],
  "forces_ev_per_a": [[0.1, -0.7, 0.0], [0.6, 0.0, -0.1], [-0.2, 0.2, 0.1], [0.5, 0.6, -0.4], [0.0, -0.1, 0.3], [-0.3, -0.5, -0.2], [-0.6, -0.2, 0.8], [-0.2, 0.2, 0.0], [0.1, 0.1, 0.0], [0.0, 0.2, 0.1], [0.2, 0.2, -0.3], [-0.1, 0.0, -0.2], [0.1, 0.0, 0.0], [0.5, 0.9, 0.6], [-0.8, -0.5, -0.1], [0.1, 0.0, 0.1], [-0.2, 0.2, -0.3], [-0.4, 0.0, -0.1], [0.3, 0.0, 0.1], [-0.3, -0.2, 0.3], [0.1, -0.1, -0.2], [0.0, -0.3, -0.2], [0.0, -0.1, 0.0], [0.1, 0.0, 0.0], [0.2, -0.1, -0.1], [0.1, 0.0, 0.0], [0.0, -0.7, -0.4], [-1.2, 0.1, 0.5], [0.6, -0.2, -0.1], [-0.1, -0.2, -0.9], [0.1, 0.6, 0.6], [0.3, 0.4, -0.1], [-0.5, -0.7, 0.6], [-0.2, 0.2, -0.1], [-0.1, 0.1, 0.2], [0.2, 0.3, 0.0], [0.6, 0.2, -0.2], [-0.1, 0.1, -0.1], [0.3, -0.2, 0.0], [-1.4, -0.7, 0.6], [1.1, 0.5, -0.9], [-0.2, 0.2, 0.4], [0.6, -0.2, 0.4], [-0.3, 0.3, 0.1], [-0.2, -0.5, 0.0], [-0.7, 0.0, -0.3], [0.2, 0.2, -0.1], [0.3, 0.2, -0.1], [0.2, 0.0, 0.1], [0.1, 0.1, -0.2], [0.0, -0.1, 0.0], [0.3, -0.2, 0.2], [-0.7, 1.0, -0.2], [0.0, -0.1, -0.2], [-0.1, 0.2, -0.1], [0.1, -0.9, 0.1], [0.8, -0.2, 0.0], [0.0, 0.0, 0.2], [0.2, -0.2, -0.1], [0.3, 0.0, 0.2], [0.1, -0.1, -0.2], [-0.2, 0.3, 0.1], [0.0, -0.2, -0.2], [-0.2, -0.1, -0.1], [0.2, -0.1, 0.0], [-0.2, 0.2, -0.1], [-1.7, 0.3, 0.1], [0.6, 0.0, 0.3], [0.2, -0.1, -0.2], [0.3, -0.3, -0.2], [0.1, 0.0, 0.1], [0.2, 0.1, 0.0], [0.3, 0.2, 0.2], [-0.3, 0.7, 0.5], [0.5, -0.1, 0.0], [0.3, -0.1, -0.1], [0.0, -0.2, -0.3], [-0.1, -0.2, -0.2]]
}



# 3
{
  "formula": "C5H12O2S",
  "method": "the ωB97M-V functional and the def2-TZVPD basis",
  "mol_weight_da": 136.22,
  "charge": 0,
  "smiles": "CSCCCC=O.O",
  "relative_energy_kj_mol": 197.8,
  "total_energy_ha": -746.31509,
  "elements": ["C", "S", "C", "C", "C", "C", "O", "H", "H", "H", "H", "H", "H", "H", "H", "H", "H", "O", "H", "H"],
  "xyz": [[2.75140, -0.96702, -1.37579], [1.80880, 0.57207, -0.90722], [0.14107, 0.07593, -1.13664], [-0.30251, -0.86411, 0.02296], [-1.83977, -0.77147, -0.02985], [-2.12254, 0.42731, 0.83078], [-2.55003, 1.44068, 0.32007], [2.04812, -1.75716, -1.61826], [3.37052, -0.65718, -2.22867], [3.54477, -1.06780, -0.63768], [-0.04810, -0.56858, -1.98187], [-0.47649, 0.96385, -1.22795], [0.17771, -0.68447, 0.99032], [0.09351, -1.87029, -0.12830], [-2.32818, -0.81160, -1.00603], [-2.40311, -1.64610, 0.33911], [-2.13826, 0.28971, 1.91134], [0.14601, 2.68639, 3.06066], [-0.62837, 2.58478, 2.48895], [0.75546, 2.62507, 2.31408]],
  "forces_ev_per_a": [[0.6, 2.2, -0.4], [1.4, 0.1, -0.5], [-0.2, -1.5, 1.3], [-0.3, -0.4, -1.0], [-0.2, -1.5, 1.5], [-2.5, -0.1, -2.0], [0.7, 0.3, 0.7], [0.4, -0.3, 0.3], [-0.7, -0.4, -0.3], [-0.6, -0.9, 0.5], [0.3, 0.3, -0.9], [-0.1, 0.1, 0.2], [-0.6, 0.9, 0.1], [-0.3, -0.2, -0.6], [0.8, 1.2, -0.4], [0.7, 0.1, 1.0], [0.6, 0.0, 0.5], [-0.3, -0.2, -1.3], [-0.7, 0.1, 0.7], [0.9, 0.1, 0.5]]
}



# 4
{
  "formula": "C23H21N3O4",
  "method": "the ωB97M-V functional and the def2-TZVPD basis",
  "mol_weight_da": 403.44,
  "charge": 0,
  "smiles": "CCCc1ccc(OCc2nc(-c3ccc(NC(=O)c4ccco4)cc3)no2)cc1",
  "relative_energy_kj_mol": 267.6,
  "total_energy_ha": -1354.25707,
  "elements": ["C", "C", "C", "C", "C", "C", "C", "O", "C", "C", "N", "C", "C", "C", "C", "C", "N", "C", "O", "C", "C", "C", "C", "O", "C", "C", "N", "O", "C", "C", "H", "H", "H", "H", "H", "H", "H", "H", "H", "H", "H", "H", "H", "H", "H", "H", "H", "H", "H", "H", "H"],
  "xyz": [[-9.03679, -1.81472, -1.97695], [-9.00718, -2.65936, -0.71003], [-8.77804, -1.80840, 0.54658], [-7.42461, -1.15828, 0.53043], [-7.26734, 0.17379, 0.18445], [-6.01505, 0.76698, 0.13222], [-4.88573, 0.01750, 0.43014], [-3.59858, 0.48671, 0.41740], [-3.38003, 1.80735, 0.01466], [-1.91534, 2.06417, -0.01164], [-0.94354, 1.21639, 0.00523], [0.17187, 2.01419, -0.05488], [1.51622, 1.48422, -0.05755], [1.72122, 0.10951, 0.04593], [2.99789, -0.41249, 0.04700], [4.09589, 0.44035, -0.05844], [5.40965, -0.01803, -0.06606], [5.87747, -1.29998, 0.03263], [5.19281, -2.29486, 0.15048], [7.34684, -1.36851, -0.01951], [8.16819, -2.46455, 0.05381], [9.48794, -1.97629, -0.04812], [9.37842, -0.62422, -0.17603], [8.09386, -0.24340, -0.16039], [3.88957, 1.81903, -0.16315], [2.61466, 2.33799, -0.16187], [-0.12898, 3.28702, -0.10970], [-1.48974, 3.33682, -0.08002], [-5.03237, -1.32363, 0.78324], [-6.28379, -1.89744, 0.83059], [-9.83544, -1.07749, -1.92578], [-9.20551, -2.44236, -2.84900], [-8.09235, -1.29109, -2.10639], [-8.21041, -3.40174, -0.78876], [-9.95470, -3.19310, -0.60728], [-8.86185, -2.45103, 1.42615], [-9.55591, -1.04481, 0.60733], [-8.13693, 0.77117, -0.04942], [-5.94346, 1.80910, -0.13892], [-3.84707, 2.52881, 0.70348], [-3.78052, 1.98922, -0.99672], [0.86312, -0.53884, 0.12643], [3.15696, -1.47448, 0.12887], [6.11436, 0.70293, -0.15570], [7.84922, -3.47962, 0.16644], [10.39185, -2.54911, -0.02921], [10.11580, 0.14721, -0.28234], [4.74157, 2.47978, -0.24525], [2.44657, 3.40028, -0.24131], [-4.14438, -1.88932, 1.01521], [-6.38110, -2.93718, 1.10752]],
  "forces_ev_per_a": [[0.0, -0.2, 0.1], [-0.1, 0.2, 0.0], [0.1, -0.3, -0.1], [-0.2, 0.2, 0.1], [0.0, -0.2, 0.1], [0.4, 0.2, 0.0], [-0.2, -0.1, 0.0], [0.1, -0.1, 0.0], [-0.4, 0.3, -0.1], [0.7, -0.2, 0.0], [-0.5, -0.3, 0.0], [-1.0, 0.7, 0.0], [0.6, -0.2, 0.0], [-0.1, 0.5, 0.0], [0.2, -0.2, 0.0], [-0.5, 0.0, 0.0], [0.4, 0.3, 0.0], [-0.1, 0.4, 0.0], [0.1, -0.1, 0.0], [0.5, -1.2, 0.1], [-0.7, 0.6, 0.0], [0.1, 0.6, -0.1], [0.6, -0.6, 0.0], [-0.4, 0.3, 0.0], [0.1, -0.1, 0.0], [-0.1, -0.2, 0.0], [1.2, 0.0, 0.0], [-1.0, -0.4, 0.1], [0.2, 0.2, 0.0], [0.0, 0.1, 0.0], [-0.1, 0.1, 0.0], [0.0, 0.0, -0.1], [0.1, 0.1, -0.1], [0.0, -0.1, 0.0], [0.0, -0.1, 0.0], [-0.1, 0.1, 0.0], [0.0, 0.0, 0.1], [-0.1, 0.0, 0.0], [0.1, 0.1, 0.0], [0.0, -0.1, -0.1], [0.0, 0.0, 0.2], [-0.1, -0.1, 0.0], [0.0, 0.0, 0.0], [-0.1, -0.2, 0.0], [-0.1, -0.2, 0.0], [0.2, -0.1, 0.0], [0.0, 0.2, 0.0], [0.1, 0.1, 0.0], [0.0, 0.1, 0.0], [0.1, -0.1, 0.0], [0.0, -0.1, 0.0]]
}